Below is a molecular structure, C5H12OSi2 in a non-equilibrium geometry, with properties calculated with wB97M-V/def2-TZVPD.

XYZ file:
```
20
Properties=species:S:1:pos:R:3:lowdin_charge:R:1
C -2.09 -2.50 -0.37 -0.069
C 1.36 1.65 -1.11 -0.169
C -2.17 -1.13 -0.44 -0.304
C 0.80 0.28 -0.78 -0.383
C -1.33 1.36 1.27 -0.256
O 2.80 -1.99 -0.36 -0.407
Si 2.45 -0.84 0.60 0.518
Si -0.89 0.18 -0.12 0.691
H -2.96 -3.22 -0.21 0.074
H -1.11 -2.91 -0.10 0.037
H 1.21 1.91 -2.15 0.078
H 1.16 2.47 -0.39 0.080
H -3.15 -0.77 -0.40 0.009
H 1.06 -0.35 -1.57 0.028
H -0.47 1.55 2.01 0.047
H -1.79 2.35 0.84 0.058
H -2.13 0.89 1.85 0.007
H 1.38 -0.80 1.65 -0.040
H 3.45 0.19 0.67 -0.057
H 2.44 1.67 -0.89 0.059
```

**LUMO energy (alpha / beta)**: 0.541 / -2.649 eV
**Energy above the lowest of the compared OMol25 structures with the same formula, charge and spin**: 0.0 kJ/mol
**Spin multiplicity**: 3
**<S²>**: 2.02
**Strongest force on any atom**: 0.0564 hartree/bohr
**M**: 144.32 g mol⁻¹

=====

Below is a single C7H11N molecule in a non-equilibrium geometry, with properties calculated with wB97M-V/def2-TZVPD.

XYZ file:
```
19
Properties=species:S:1:pos:R:3:lowdin_charge:R:1
C 1.37 -1.08 0.08 -0.149
C 1.82 0.23 -0.64 -0.135
C 0.85 1.40 -0.05 0.024
C -0.92 1.28 -0.13 -0.076
N -2.04 0.17 -0.78 -0.028
C -1.59 -0.98 -0.01 -0.240
C -0.02 -0.65 0.00 -0.450
C -0.12 0.50 0.81 -0.351
H 1.49 -2.10 -0.48 0.147
H 1.80 -1.09 1.19 0.153
H 1.73 0.23 -1.67 0.076
H 2.87 0.31 -0.28 0.115
H 0.91 2.43 0.15 0.082
H -1.35 2.16 0.40 0.113
H -3.02 0.44 -0.16 0.170
H -1.61 -1.99 -0.38 0.087
H -1.91 -0.99 1.17 0.145
H 0.01 -0.49 -1.12 0.144
H -0.26 0.22 1.91 0.174
```

**LUMO energy**: 1.083 eV
**Energy above the lowest of the compared OMol25 structures with the same formula, charge and spin**: 774.3 kJ/mol
**Spin multiplicity**: 1
**SMILES**: C1C[C@H]2[C@H]3NC[C@H]1[C@@H]23
**Strongest force on any atom**: 0.1086 hartree/bohr
**M**: 109.17 g mol⁻¹